# C33H26ClFN4O7P

A cluster of 3 separate species, C33H26ClFN4O7P in total in a non-equilibrium geometry (ωB97M-V with the def2-TZVPD basis set, OMol25).

Geometry as XYZ:
```
73
Properties=species:S:1:pos:R:3:mulliken_charge:R:1
N 7.6284 -3.1719 3.4666 -0.70
P 6.6753 -2.7905 2.2303 0.97
O 7.3833 -1.4280 1.4669 -0.54
O 6.6279 -4.0288 1.0308 -0.55
C 4.9353 -2.2518 2.7802 -0.36
C 4.7157 -1.5708 4.2367 -0.54
N 3.2909 -1.9061 4.6520 -0.45
C 2.7142 -2.3541 3.3637 0.14
N 1.5583 -2.0639 2.7964 0.07
C 1.2525 -2.6361 1.4468 -0.05
C -0.3418 -2.9320 1.3631 0.33
O -0.9141 -3.2890 0.3009 -0.39
Cl -1.4321 -2.7579 2.8530 -0.16
N 3.8143 -3.2293 2.8080 0.13
F 3.9898 -4.3498 3.5604 -0.22
H 7.0370 -3.0962 4.3159 0.24
H 7.2997 -0.7333 2.1769 0.36
H 6.5509 -4.9141 1.4544 0.39
H 4.5818 -1.4220 2.0419 0.37
H 4.7744 -0.4404 3.9793 0.25
H 5.5255 -1.7086 5.0362 0.43
H 3.2626 -2.6498 5.3815 0.36
H 0.9372 -1.4123 3.3262 0.40
H 1.7826 -3.6529 1.3149 0.36
H 1.5929 -1.8781 0.6340 0.18
C 4.0008 3.2125 -4.1287 -0.51
C 3.3538 3.3972 -5.3488 -0.48
C 2.2553 2.6111 -5.6813 -0.56
C 1.8076 1.6282 -4.7982 0.17
C 2.4707 1.4268 -3.5866 0.23
C 3.5620 2.2294 -3.2485 -0.50
C 2.0366 0.3554 -2.6635 0.56
O 2.6136 0.1790 -1.5992 -0.77
C 0.8980 -0.5064 -3.0509 0.10
C 0.5152 -1.5560 -2.2174 -0.05
C -0.5608 -2.3647 -2.5620 -0.52
C -1.2668 -2.1234 -3.7386 -0.51
C -0.8851 -1.0806 -4.5774 -0.76
C 0.2054 -0.2757 -4.2385 0.43
C 0.6270 0.8089 -5.1531 0.57
O 0.0151 1.0205 -6.1849 -0.65
H 4.8522 3.8326 -3.8663 0.40
H 3.7048 4.1563 -6.0405 0.40
H 1.7524 2.7635 -6.6312 0.47
H 4.0739 2.0869 -2.3019 0.43
H 1.0577 -1.7493 -1.2978 -0.02
H -0.8510 -3.1828 -1.9128 0.57
H -2.1121 -2.7505 -4.0043 0.45
H -1.4352 -0.8992 -5.4957 0.50
C -7.8398 4.2660 2.8080 -0.46
C -6.7187 5.0933 2.8165 -0.48
C -5.5314 4.6636 2.2332 -0.53
C -5.4584 3.3982 1.6493 0.23
C -6.5742 2.5604 1.6625 0.18
C -7.7693 3.0015 2.2332 -0.59
C -6.4959 1.1972 1.0907 0.61
O -7.4706 0.4657 1.0983 -0.66
C -5.2125 0.7326 0.5170 0.19
C -5.1069 -0.5703 0.0261 -0.85
C -3.9087 -1.0112 -0.5268 -0.56
C -2.8153 -0.1504 -0.6000 0.21
C -2.9152 1.1463 -0.1070 -0.94
C -4.1118 1.5869 0.4615 0.18
C -4.1964 2.9569 1.0155 0.54
O -3.2376 3.7090 0.9555 -0.67
H -8.7687 4.6057 3.2553 0.40
H -6.7711 6.0750 3.2765 0.40
H -4.6628 5.3149 2.2385 0.45
H -8.6448 2.3597 2.2346 0.46
H -5.9559 -1.2453 0.0770 0.47
H -3.8271 -2.0264 -0.9032 0.44
H -1.8826 -0.4926 -1.0382 0.49
H -2.0581 1.8108 -0.1626 0.51
```

Summary:
Charge ... +1
E ... -2919.8809 hartree
Largest force on an atom ... 6.579 eV Å⁻¹